No. 1
11
Properties=species:S:1:pos:R:3:forces:R:3 method="wB97M-V/def2-TZVPD" total_energy_ev=-10250.21238 molar_mass_g_mol=100.08 homo_energy_ha=-0.354 gap_ha=0.3863 de_lowest_ev=2.053 charge=0
C 1.731157 -0.550615 -0.335352 0.044 -0.191 -0.184
O 1.788917 0.764492 -0.025227 -0.130 0.094 -0.182
H -1.973928 0.704067 -0.136315 -0.012 -0.080 0.197
H -2.074004 -0.840415 0.781434 -0.246 0.069 -0.058
N -0.155579 -0.120615 0.441194 -0.097 0.083 0.325
C -1.535577 -0.281604 0.020997 -0.287 0.033 0.171
N 0.657164 -1.145932 -0.005278 0.213 0.338 -0.869
H -1.554343 -0.840704 -0.924018 0.015 0.192 0.278
H 2.436784 -0.950735 -1.037881 0.676 -0.191 0.511
O 0.162777 2.179065 0.775944 0.148 -0.484 -0.243
C 0.516636 1.082997 0.444505 -0.324 0.136 0.054


No. 2
68
Properties=species:S:1:pos:R:3:forces:R:3 method="wB97M-V/def2-TZVPD" total_energy_ev=-49351.02754 molar_mass_g_mol=448.06 homo_energy_ha=-0.306 gap_ha=0.3018 charge=0
C -3.019641 1.576006 -3.661689 0.214 0.101 0.005
C -2.581941 -0.081429 -5.310217 0.000 0.094 -0.038
O -2.844875 -0.267179 -2.072050 0.011 -0.142 -0.043
H 1.252180 0.837294 -4.121991 0.023 0.035 -0.042
O 1.426690 1.980626 -2.399416 0.049 0.114 -0.222
C 2.811858 2.264335 -2.309059 -0.108 -0.098 0.155
C -1.003439 -6.054471 4.382531 0.006 -0.029 0.038
H 2.574634 4.083190 -1.184678 -0.034 0.002 0.035
H -1.035578 -2.808674 2.701205 0.028 -0.036 -0.038
H 0.664958 4.440207 -2.628186 -0.009 -0.005 0.004
H 1.335971 2.600318 -4.396333 0.046 0.009 0.037
H -2.927524 2.665819 -3.706985 -0.046 0.003 0.001
H -1.660714 0.881436 3.666754 0.304 0.471 -0.015
O 2.665984 4.517425 -3.206780 -0.071 -0.082 0.026
H 2.576136 -1.349083 1.282287 0.149 -0.253 -0.098
O 0.039663 -5.555549 5.201097 -0.039 0.060 -0.077
H -1.670737 1.434111 -2.006523 -0.012 0.021 0.015
C 1.300903 -5.523925 4.556370 -0.011 -0.029 0.203
H 1.066453 5.473045 -4.012683 0.037 0.019 -0.009
H -2.879273 -0.922042 0.576510 0.111 -0.553 -0.376
C 2.689121 -0.495635 1.941098 -0.567 0.063 0.170
C -2.693159 1.130667 -2.254142 -0.183 0.019 0.184
H 3.204358 1.710488 -1.449100 0.045 -0.014 -0.012
H -3.368774 1.626107 -1.551137 0.058 0.027 -0.008
H 1.055029 1.122093 4.001124 -0.256 0.324 0.279
H -0.976438 -5.618165 3.381940 0.005 0.003 -0.009
H 2.646384 -4.163469 3.613174 0.010 -0.003 0.028
H -0.941530 -7.145312 4.302784 -0.004 0.004 -0.047
C -1.632834 -1.001979 -2.209500 -0.084 0.059 0.008
H 1.638524 -3.421893 4.866042 -0.019 0.001 0.035
H 1.486375 6.003208 -2.370903 -0.037 -0.021 0.023
H -1.900949 -2.056459 -2.253163 -0.002 -0.003 0.050
C 0.958237 1.818728 -3.734196 0.032 -0.054 0.090
H -1.947316 -5.790564 4.856112 0.009 -0.015 0.041
H 0.859785 3.605243 1.698547 0.351 -0.064 0.009
H 3.334389 1.912064 -3.202840 0.016 0.018 -0.023
H 3.402850 -0.686698 2.730706 0.258 -0.035 0.116
H 1.331630 -6.248329 3.736764 0.000 0.005 -0.039
O -1.913680 2.875217 0.807515 1.271 -0.054 0.151
H 4.150384 3.891125 -1.970481 -0.006 -0.012 0.037
H -3.097097 -0.788531 -4.656994 -0.013 -0.007 0.012
O -0.087616 3.699001 1.790235 -0.558 -0.007 -0.040
O -2.090964 1.035004 -4.589017 -0.117 -0.115 -0.144
H -1.727384 -0.579038 -5.765545 0.024 0.020 -0.017
H 0.134167 -1.852056 3.632986 -0.096 -0.070 0.194
C 1.403193 5.135371 -3.034366 0.011 0.047 0.001
O -2.724795 -1.050814 1.518698 -0.236 0.860 0.011
H -3.262497 0.243154 -6.104428 -0.041 -0.042 0.023
C 0.156210 1.729267 0.387780 -0.158 0.147 0.462
H -0.124960 1.866402 -3.709585 -0.016 -0.042 -0.032
B 1.275989 -0.079987 2.471297 -0.074 0.210 0.005
C 3.073927 3.739377 -2.097033 0.150 0.094 -0.164
H 2.052340 -5.817519 5.295871 0.018 -0.008 -0.024
C -0.268103 -2.854939 3.473196 -0.069 -0.073 -0.202
B -1.874468 -0.070582 1.974339 -0.285 0.318 0.064
H -0.993076 -0.825364 -1.341946 0.129 -0.080 -0.018
H -0.725998 -3.205781 4.400418 0.037 -0.003 0.027
O 1.053199 0.183055 3.819900 0.300 -0.118 -0.190
C 1.639574 -4.142447 4.042448 0.070 0.027 -0.204
H -4.045613 1.313431 -3.933721 -0.007 -0.071 0.017
H 1.206208 1.960402 0.537283 0.260 0.050 -0.113
C -0.718086 2.795689 0.983453 -1.054 0.118 -0.111
O 0.752289 -3.726836 3.016632 -0.055 -0.024 0.077
H -0.004933 1.689336 -0.680173 -0.087 -0.062 -0.132
H -1.085890 -0.736868 -3.116985 -0.056 0.043 -0.013
O -2.307652 0.743823 2.974524 -0.144 -0.777 0.466
H 3.041597 0.319344 1.307377 0.203 0.146 -0.127
P -0.123660 0.020230 1.112847 0.317 -0.528 -0.472


No. 3
15
Properties=species:S:1:pos:R:3:forces:R:3 method="wB97M-V/def2-TZVPD" total_energy_ev=-10399.49844 molar_mass_g_mol=90.07 homo_energy_ha=-0.412 gap_ha=0.4293 de_lowest_ev=1.351 charge=0
H 5.233807 -0.681641 -3.565104 0.197 -0.154 -0.037
H -2.408953 2.322779 -2.818134 0.113 0.100 -0.164
O 4.481907 -0.180351 -3.249504 -0.141 -0.035 0.218
H -1.458493 0.975399 3.670416 0.035 -0.290 -0.118
H -1.579163 1.917799 4.849076 -0.005 0.040 0.233
O -2.934843 1.965479 -2.102584 -0.265 0.072 0.019
O -1.594503 1.896559 3.892236 -0.023 0.204 -0.124
H -2.366983 1.315429 -1.688814 0.191 -0.197 0.154
H 1.319637 -0.697551 -1.377114 0.256 -0.002 -0.178
O 0.471647 -0.538021 -0.962744 -0.255 0.052 -0.111
H -0.672663 -3.039491 2.498436 0.179 -0.183 -0.004
H 0.601617 -0.785261 -0.047204 -0.028 -0.019 0.279
H -2.066553 -2.541641 2.180466 -0.244 -0.012 -0.132
H 4.260957 0.403359 -3.975244 -0.089 0.180 -0.162
O -1.287413 -2.332851 2.695816 0.079 0.244 0.127


No. 4
44
Properties=species:S:1:pos:R:3:forces:R:3 method="wB97M-V/def2-TZVPD" total_energy_ev=-47884.87271 molar_mass_g_mol=530.84 homo_energy_ha="-0.567 / -0.566" gap_ha="0.1786 / 0.1892" de_lowest_ev=0.274 charge=+2
F 0.404104 0.263972 6.668202 0.589 0.154 -2.424
N 0.828661 2.050280 -1.425147 -0.600 0.143 0.221
C 0.980206 3.117146 -3.350553 -0.242 -0.258 0.868
C 1.976622 -1.539635 -3.334531 -0.371 0.112 0.515
H -2.030996 -0.132418 -4.891435 -0.185 0.014 0.081
F 0.436859 2.522649 2.487451 0.595 -1.681 0.932
H -1.147966 -1.761719 1.470730 -0.501 -0.454 0.968
F -0.059805 2.533143 5.202625 0.466 -1.736 -0.892
N -1.147085 0.102619 -3.001533 0.183 0.714 0.266
N 1.337744 -0.752653 -1.367406 -0.095 0.191 0.760
C 1.457363 0.353199 2.660325 0.321 0.313 -2.578
C 2.206846 -1.765189 -1.121492 0.028 0.258 -1.089
Sn 0.106203 0.585493 -0.067289 0.268 -1.262 -3.107
N 0.732461 1.910323 -2.800094 -0.093 -0.108 0.720
C 0.445252 1.432956 4.601896 -0.454 2.464 -0.253
C -2.184829 -0.161282 -3.822880 0.313 -0.013 1.279
F 1.738220 -1.856557 5.570261 -0.644 1.597 -1.019
C 1.207509 4.034286 -2.323650 -0.207 -0.164 0.293
O 1.717794 0.343981 1.360313 -0.923 0.005 2.370
N -1.543302 -0.019385 -1.694208 0.241 0.064 0.316
H 0.432538 0.462814 -4.577374 0.044 0.151 0.233
H -2.638531 -2.011743 2.596851 0.452 -0.153 -0.668
C -2.845369 -0.390233 -1.686469 0.396 0.417 -1.301
H -3.412948 -0.556795 -0.783304 0.186 0.045 0.015
C 1.057703 3.344155 -1.126990 0.319 0.100 -0.955
H 3.307552 -3.073539 -2.532524 0.167 -0.201 0.094
H 0.935643 3.304795 -4.415326 0.127 -0.320 0.096
B 0.319807 0.502506 -3.386140 -0.071 -0.671 0.154
N 1.213695 -0.614163 -2.723183 0.042 0.278 -0.070
H -4.266640 -0.718001 -3.382438 0.058 -0.066 0.161
C 1.783945 -0.757386 3.478993 0.597 -2.137 -0.008
C 1.416059 -0.787062 4.807084 1.082 -1.970 0.333
H 1.430376 5.074310 -2.412417 0.067 0.314 -0.175
C 2.625937 -2.269040 -2.351706 -0.049 -0.114 0.135
F 2.364844 -1.838154 2.898817 -0.824 1.784 0.914
H 1.957208 -1.685414 -4.414973 0.130 0.335 0.428
C 0.780265 1.444785 3.267229 -0.798 1.733 0.096
H 1.132295 3.712003 -0.103905 0.014 -0.243 -0.341
H 2.561116 -2.075664 -0.142956 -0.446 0.293 -0.104
H -1.362978 -3.305664 2.501222 -0.260 0.971 -0.495
C -3.279643 -0.471875 -3.023328 -0.016 -0.074 0.244
H -2.306295 -2.963487 1.032959 -0.314 0.187 0.679
C -1.885846 -2.487400 1.938357 0.708 -0.461 -0.522
C 0.735806 0.300344 5.364738 -0.298 -0.549 2.829


No. 5
52
Properties=species:S:1:pos:R:3:forces:R:3 method="wB97M-V/def2-TZVPD" total_energy_ev=-40107.58890 molar_mass_g_mol=425.45 homo_energy_ha=-0.400 gap_ha=0.1762 de_lowest_ev=0.000 charge=+1
H 0.220637 4.456111 0.544391 -0.229 -0.032 0.241
C -1.546232 2.613012 -0.278051 0.102 -1.145 -0.171
C -3.089255 -0.282940 -2.135181 -0.655 -1.661 -0.642
C -1.679200 2.073959 2.143421 0.084 0.116 0.070
H 1.327004 5.294886 -0.599499 0.225 0.099 -0.516
H -2.491564 6.688309 0.305754 -0.069 -0.039 -0.326
H 3.505505 4.265277 -1.263671 -0.106 0.048 -0.189
C 1.205925 5.858595 -3.978796 0.302 -0.195 0.599
F -4.136545 -2.110171 -5.136216 0.165 0.308 1.663
C -1.938598 7.063686 -0.560455 0.696 0.176 -0.261
C -4.000583 -1.766417 -3.808317 -0.392 -0.500 -1.319
C 3.252063 4.694874 -3.371243 -0.720 0.167 0.228
C -0.189932 3.863017 1.354513 -0.633 -0.244 0.099
F -1.793524 1.586072 4.464919 0.733 0.934 -1.237
H -3.677497 -0.772151 -0.079789 -0.209 -0.207 -0.194
H -3.294804 8.710746 -0.998153 0.210 -0.183 -0.077
H -1.136510 7.738933 -0.160346 -0.644 -0.379 -0.082
C 0.194907 4.061631 2.671750 0.524 0.675 0.158
H -3.623280 7.250755 -1.899209 0.310 0.034 0.104
F 1.118455 5.046343 2.936242 -1.065 -1.206 -0.234
H -1.907547 1.401166 -2.708883 -0.185 0.138 0.031
H 0.553483 6.300203 -4.739781 0.302 -0.269 0.245
C -1.986172 8.421799 -2.689876 -0.203 -0.121 0.017
C -2.339028 0.883650 -1.855209 0.236 0.784 0.014
C 2.857551 4.695854 -2.024902 -0.136 0.106 -0.227
C -3.195353 -0.694312 -3.499604 0.067 0.397 0.946
H -1.326726 3.355971 -1.046264 0.073 0.033 0.110
C -3.763541 -1.040685 -1.128102 0.207 0.285 -0.649
C -1.255965 2.329057 3.437370 -0.550 -0.384 0.432
C 1.637368 5.261123 -1.645682 -0.116 0.267 -0.703
H -0.055806 3.546740 4.757750 0.093 0.026 0.173
H -2.655712 -0.156363 -4.272626 -0.178 -0.110 0.017
N -0.810040 7.614968 -2.919086 0.837 -0.911 0.468
C -2.801662 7.878230 -1.519863 -0.831 -0.160 0.148
C -2.122304 1.378773 -0.593046 0.096 0.097 0.203
H -0.252148 7.867276 -3.729514 0.009 -0.147 0.626
C -0.339350 3.338365 3.741158 -0.037 -0.122 -0.722
C -1.169760 2.870102 1.072771 0.469 0.201 1.194
C -0.499173 6.454468 -2.231778 -0.668 0.159 0.188
H 4.170582 4.205452 -3.669983 0.027 0.153 0.040
H -2.351563 0.689240 0.216413 -0.008 0.367 -0.142
N -1.202993 5.954476 -1.238813 1.144 1.435 -0.282
C -4.545461 -2.112036 -1.523244 -0.604 -0.490 0.808
F -5.228465 -2.824649 -0.563605 0.877 0.863 -1.139
H -2.414473 1.279348 1.980699 0.306 0.512 0.238
H -5.340497 -3.328894 -3.134719 -0.008 0.011 0.017
H 2.735124 5.296723 -5.378174 -0.025 -0.051 0.132
C 0.808967 5.844689 -2.627647 -0.214 -0.551 -0.476
C -4.708683 -2.497495 -2.856004 0.533 0.509 0.125
H -2.577352 8.404429 -3.606902 -0.173 0.204 0.065
C 2.426497 5.286612 -4.336995 0.056 -0.062 0.185
H -1.668648 9.447090 -2.503159 -0.025 0.067 0.005


No. 6
13
Properties=species:S:1:pos:R:3:forces:R:3 method="wB97M-V/def2-TZVPD" total_energy_ev=-8014.43492 molar_mass_g_mol=86.11 homo_energy_ha=-0.317 gap_ha=0.3468 de_lowest_ev=0.776 charge=0
C -2.187817 -0.335809 0.042493 -1.196 -0.554 0.131
H -2.777356 0.428164 -0.490548 0.236 -0.263 -0.029
H 0.213423 -1.735613 -0.321372 0.165 -0.629 -0.084
C 2.043830 1.090172 -0.015797 1.616 -2.332 0.035
H -2.443781 -1.324395 -0.421328 0.543 0.788 0.339
C -0.735342 0.055186 0.022915 0.377 1.309 1.107
F 2.624163 -1.184605 0.088744 0.690 -0.452 0.179
H 3.125883 1.277140 0.024957 -0.639 0.437 0.058
H 1.314114 1.853590 -0.180011 -0.060 0.204 0.043
C 0.365847 -0.695801 -0.118269 -1.936 -0.258 0.096
H -0.568996 1.145150 0.285068 -0.282 -1.310 -0.319
C 1.718025 -0.224257 0.014382 -0.663 3.015 -0.536
H -2.691987 -0.348925 1.068761 1.150 0.046 -1.020